Entry 1:
41
Properties=species:S:1:pos:R:3:forces:R:3 method="wB97M-V/def2-TZVPD" spin_multiplicity=5 charge=+1 s2=6.040 homo_ev="-10.3 / -11.1" mol_weight_g_mol=498.66 homo_lumo_gap_ev="5.9 / 5.2" relative_energy_kj_mol=335.3
Os 0.226 -0.205 2.129 -2.4587 5.6711 -1.4058
S -0.684 0.143 4.783 -1.5270 -2.0859 2.6646
O -0.308 -0.147 -1.690 0.0112 -0.6835 -1.0114
N 0.037 0.029 7.590 0.1357 0.3753 -2.7110
C 0.083 -0.192 -4.198 -0.0058 0.7969 -1.3614
C -0.109 -0.928 -2.942 -1.2624 -0.0690 1.7282
C -0.794 -2.091 1.876 -0.9090 -2.1662 -0.3480
C 0.698 -0.208 -6.567 -0.1328 0.4443 -0.0322
C -0.979 2.065 2.457 -0.3356 -1.0163 -0.3576
C 0.172 2.038 1.675 1.1867 0.3878 0.6687
C 0.559 -0.865 -5.349 -0.1569 0.1115 0.7492
C -0.122 1.829 -5.539 0.0721 -0.1772 -0.1071
C 1.280 1.626 2.556 -0.0896 1.1355 -1.3896
C -0.639 1.965 3.862 0.9094 0.6341 0.7762
C 0.809 1.712 3.889 0.2867 2.5655 0.6422
C -0.818 -2.062 3.283 -0.2029 -0.6988 -0.1142
C 0.514 -2.033 3.787 0.3232 -0.9922 0.1760
C -0.277 1.167 -4.320 0.3297 -0.4672 -0.0739
C 0.573 -2.019 1.451 0.7157 -1.7479 -0.7451
C 1.336 -1.722 2.668 2.2940 -3.1575 0.1963
C -0.078 0.148 6.422 -0.6149 -0.1151 1.2602
C -1.422 -0.899 -2.201 1.3146 0.0552 -0.6169
C 0.361 1.152 -6.668 -0.0358 -0.2268 0.3703
H -0.645 1.706 -3.448 0.0878 -0.1361 -0.1921
H -2.232 -0.330 -2.649 0.0502 0.0354 0.1947
H 2.410 -1.721 2.730 0.1924 -0.0845 -0.1513
H -1.413 2.203 4.598 0.9577 1.4033 -0.1986
H -1.643 -2.381 1.251 0.3089 0.5573 0.2572
H 0.945 -2.277 4.759 -0.6942 0.5159 -0.0126
H 0.978 -2.369 0.498 -0.1637 0.5797 0.2479
H 0.303 2.501 0.693 -0.2064 -0.8319 0.1197
H 2.308 1.810 2.288 0.1247 -0.2894 0.0404
H 0.472 1.680 -7.617 -0.0240 -0.1876 0.3181
H -1.678 -1.766 -1.602 -0.1936 0.0168 -0.0271
H 0.470 -1.845 -2.804 0.0340 0.3801 -0.0003
H -1.964 2.338 2.115 -0.0741 -0.1119 -0.0677
H 1.522 1.724 4.706 -0.5201 -0.1082 0.2205
H -0.377 2.890 -5.602 0.0679 -0.3714 -0.0433
H 0.808 -1.925 -5.258 0.0114 0.2768 -0.1132
H 1.070 -0.744 -7.447 -0.1585 0.1905 0.4002
H -1.754 -1.996 3.832 0.3519 -0.4086 0.0501

Entry 2:
55
Properties=species:S:1:pos:R:3:forces:R:3 method="wB97M-V/def2-TZVPD" charge=-1 homo_ev=-0.3 mol_weight_g_mol=406.48 homo_lumo_gap_ev=1.4
Na 1.937 4.858 -1.564 -0.3178 -0.3789 -0.4157
O 4.155 -3.035 1.221 0.7296 0.2543 0.4496
O -0.149 0.907 0.206 -0.9809 -0.2588 1.0012
N -4.143 -1.479 1.394 2.3914 4.4004 -0.4760
C 5.092 -2.287 2.027 -0.6306 -0.4032 -0.4448
C 2.951 2.231 -2.796 0.5149 -0.1153 -0.3063
C 0.447 4.568 -4.028 0.2902 0.2766 -0.3623
C -1.831 -0.487 1.233 1.4254 -0.4822 -0.6638
C 2.991 4.600 -4.380 0.4362 -0.3241 -0.3009
C -3.310 -0.229 1.272 -1.5872 -2.1107 -0.0241
C -0.969 0.752 1.113 0.5903 -0.3053 -0.3063
C 2.839 -2.707 1.290 -0.9816 0.4965 0.1138
C -1.289 -1.726 1.105 -1.3173 0.9903 0.2116
C 1.742 2.850 -3.155 -0.7825 1.0029 0.8377
C -0.364 3.807 -3.161 0.8455 -0.2298 -0.1820
C 0.432 2.794 -2.569 0.1398 -0.4785 -0.3594
C 1.960 -3.427 0.436 0.9789 0.4394 0.6449
C -5.071 -3.193 2.753 0.9928 1.7151 0.3615
C 2.335 -1.698 2.151 0.6429 -0.7046 -0.6221
C -1.186 1.852 2.124 0.0088 0.2488 0.1900
C 0.625 -3.103 0.419 -0.4055 0.6197 0.4046
C -5.474 -3.885 1.607 -0.9646 -1.7683 0.3487
C 4.172 3.980 -3.987 -0.0957 0.6853 -0.6602
C 1.766 4.013 -4.018 -0.7106 0.4556 0.5402
C 4.146 2.785 -3.248 -0.1742 -0.8040 0.5255
C -5.172 -3.352 0.353 1.0317 1.8421 -0.8882
C 0.986 -1.385 2.109 -0.5505 -0.4273 -0.5377
C -4.493 -2.146 0.267 -1.2474 -2.1183 -2.2300
C 0.117 -2.046 1.213 1.0938 -0.2873 0.1617
C -4.395 -1.989 2.624 -0.7958 -1.7805 2.6424
H -0.072 -3.640 -0.225 0.2169 0.1065 0.1158
H 6.060 -2.719 1.780 -0.0442 0.1227 0.1034
H 5.134 4.408 -4.283 -0.2934 -0.1516 0.0913
H 4.884 -2.409 3.099 0.0346 -0.0196 -0.2317
H 0.187 5.437 -4.641 -0.1686 -0.3517 0.3235
H 2.369 -4.214 -0.195 -0.0575 0.1784 0.1520
H -1.517 2.757 1.598 0.0407 -0.0623 0.1106
H -0.227 2.083 2.609 -0.1918 -0.0485 -0.1927
H -1.962 -2.562 0.902 0.0531 0.1882 0.3087
H -1.434 3.932 -3.038 0.1414 0.0693 0.2084
H 2.909 1.329 -2.179 0.2481 0.2846 -0.1361
H 2.969 5.513 -4.988 0.2487 -0.2503 0.2761
H -1.912 1.593 2.901 0.1173 0.0476 -0.1713
H -6.002 -4.833 1.692 0.1455 0.1816 -0.0120
H 3.009 -1.164 2.826 -0.3326 -0.2190 -0.2386
H 5.086 2.278 -3.032 -0.1648 0.1564 0.0723
H -5.261 -3.567 3.756 -0.0163 0.0528 -0.1716
H -3.562 0.418 2.124 -0.0174 -0.0462 -0.1490
H 5.075 -1.218 1.771 -0.0219 -0.2395 0.0051
H -4.042 -1.397 3.470 -0.1575 -0.2784 -0.1753
H 0.595 -0.631 2.796 0.0377 -0.1918 -0.2701
H -3.621 0.271 0.340 -0.0569 0.0511 0.1462
H 0.144 2.038 -1.845 -0.1964 0.1474 -0.2154
H -4.212 -1.672 -0.674 -0.1363 -0.2545 0.2249
H -5.441 -3.852 -0.575 0.0013 0.0769 0.1720

Entry 3:
12
Properties=species:S:1:pos:R:3:forces:R:3 method="wB97M-V/def2-TZVPD" smiles=CSC.S homo_ev=-8.6 mol_weight_g_mol=96.22 homo_lumo_gap_ev=9.6 relative_energy_kj_mol=24.2
S 0.086 0.917 0.126 0.0705 0.0820 0.1745
S 3.385 -1.914 1.286 0.0126 0.1909 0.0943
C -0.370 0.501 -1.564 0.1617 -0.6991 -0.2762
C -1.528 0.927 0.928 0.1613 0.2493 0.2450
H 2.182 -1.393 1.006 -0.0030 0.0317 -0.0101
H -1.408 0.729 -1.787 -0.0091 0.3548 0.0400
H -0.241 -0.570 -1.755 -0.0038 0.1225 0.1291
H 3.116 -3.044 0.636 -0.0488 -0.1799 -0.1004
H -2.097 1.809 0.639 -0.0969 -0.0965 -0.1399
H -2.075 0.015 0.726 -0.1337 -0.1185 -0.0416
H -1.351 1.000 2.003 0.0347 -0.0908 -0.0983
H 0.302 1.024 -2.242 -0.1455 0.1538 -0.0165

Entry 4:
21
Properties=species:S:1:pos:R:3:forces:R:3 method="wB97M-V/def2-TZVPD" homo_ev=-7.5 mol_weight_g_mol=102.18 homo_lumo_gap_ev=7.7 relative_energy_kj_mol=493.2
O -1.038 1.344 0.738 0.0670 0.1294 -0.2023
C -0.368 0.062 -1.443 0.0747 -0.1864 -0.2247
C -0.570 -0.707 0.912 0.0843 -0.3682 0.0528
C 1.461 -1.326 -0.445 0.0207 -0.0682 0.0199
C -2.424 1.566 0.830 -0.2279 0.0551 0.0706
C 0.903 -0.932 0.916 -0.0820 0.1118 -0.0598
C 1.114 -0.249 -1.475 0.0285 -0.0001 0.0212
H 1.084 -1.728 1.658 -0.0388 0.0825 -0.0997
H -1.183 -1.385 0.330 0.0957 0.0690 0.0207
H 1.016 -2.286 -0.747 0.0431 0.1391 0.0237
H -0.803 0.895 -0.223 -0.0023 0.0949 0.3030
H -2.770 1.319 1.841 0.0282 0.0536 -0.0877
H -2.984 0.943 0.115 0.1120 0.0780 0.0481
H -1.000 -0.478 1.883 0.0687 0.0784 -0.1708
H 1.688 0.660 -1.237 -0.1021 -0.1404 -0.0628
H 1.453 -0.581 -2.469 -0.0407 0.0696 0.1729
H -0.984 -0.784 -1.771 0.1160 0.1028 0.0745
H 1.403 -0.037 1.309 -0.0855 -0.1223 -0.0629
H -0.603 0.918 -2.093 -0.0134 -0.0672 0.1500
H -2.660 2.619 0.638 -0.0091 -0.1396 0.0232
H 2.543 -1.485 -0.379 -0.1368 0.0282 -0.0101

Entry 5:
40
Properties=species:S:1:pos:R:3:forces:R:3 method="wB97M-V/def2-TZVPD" smiles="CCOC(=O)Cn1sc(=O)n(-c2ccc(C(=O)OCC)cc2)c1=O" homo_ev=-9.1 mol_weight_g_mol=352.37 homo_lumo_gap_ev=9.2 relative_energy_kj_mol=162.6
S -2.939 -3.443 0.538 -0.2484 0.1357 0.3692
O 3.027 3.273 1.170 0.3294 0.1428 1.4753
O 3.096 2.594 3.370 -0.8603 -0.4595 -1.4874
O -4.256 -2.898 -3.156 2.8156 0.5024 -0.7700
O -2.196 -1.936 2.497 0.3104 -0.0038 -0.6653
O -2.244 -2.301 -4.088 0.2290 -0.6466 1.3550
O -0.227 -2.070 -1.601 -0.5721 0.0000 0.6906
N -2.070 -3.196 -0.878 0.4988 0.9057 0.1716
N -1.048 -1.594 0.497 -1.3374 -1.2479 0.1844
C 0.365 -0.481 2.143 0.5796 -0.5404 0.9216
C 2.657 2.549 2.078 0.4281 0.5321 -1.5558
C -3.009 -2.956 -3.209 -4.1767 0.5015 0.7430
C 3.984 3.648 3.729 1.0751 0.6499 0.3207
C 1.308 0.464 2.554 -0.4160 -0.1606 -0.4874
C 3.631 4.059 5.137 0.5644 -0.9850 0.5092
C -1.982 -2.200 1.334 -0.5760 0.7858 2.1793
C -1.660 -0.301 -5.270 1.0793 -0.5246 -0.1168
C 0.199 0.498 -0.010 -0.2994 1.0998 0.4620
C 1.028 1.547 0.449 0.0807 -1.0094 -0.8715
C -2.382 -3.842 -2.139 1.4673 -0.8176 -1.0837
C -2.790 -1.193 -4.791 -0.9524 1.2175 -0.7529
C -1.040 -2.275 -0.710 1.3301 0.1654 -3.1908
C 1.668 1.496 1.687 -0.6742 -0.4158 1.1929
C -0.193 -0.501 0.871 0.8280 -0.1076 0.1372
H 3.909 4.524 3.088 -0.3101 -0.2787 -0.4255
H -3.457 -0.547 -4.197 0.1897 -0.7376 0.4461
H -3.433 -1.543 -5.611 0.3675 -0.1237 0.0742
H 5.041 3.312 3.670 -0.6638 -0.0947 -0.0772
H 0.162 -1.272 2.855 -0.2785 0.0051 -0.2093
H 2.577 4.277 5.176 -0.4056 0.2390 0.1623
H -0.213 0.581 -1.009 0.0758 -0.2254 0.0609
H -2.037 0.591 -5.774 -0.1651 -0.2739 -0.1819
H -1.439 -4.191 -2.577 0.0283 -0.2554 0.3262
H 1.761 0.362 3.538 -0.1147 0.1222 -0.2345
H 3.842 3.213 5.828 -0.1847 0.6225 -0.2817
H -3.067 -4.718 -1.994 0.6447 1.0138 0.0746
H -0.961 -0.861 -5.939 -0.5691 0.5517 0.4197
H 4.214 4.926 5.447 -0.0604 -0.0507 -0.0175
H 1.239 2.323 -0.276 0.1733 0.1204 0.3109
H -1.066 0.083 -4.423 -0.2303 -0.3544 -0.1778

Entry 6:
8
Properties=species:S:1:pos:R:3:forces:R:3 method="wB97M-V/def2-TZVPD" charge=-1 homo_ev=-3.0 mol_weight_g_mol=49.05 homo_lumo_gap_ev=7.9 relative_energy_kj_mol=2.1
O 0.908 1.235 -0.930 0.4844 -0.0030 -0.5512
O 0.094 -0.232 0.787 -0.1975 -0.4492 0.1212
C -0.868 -1.076 0.280 0.0293 0.3741 0.9467
H -1.068 -1.899 1.002 0.0248 -0.2005 -0.3089
H -0.595 -1.515 -0.695 -0.1537 -0.0912 -0.0794
H 0.277 1.942 -0.839 -0.2654 0.3657 0.0072
H 0.560 0.516 -0.161 -0.0093 0.0969 0.1871
H -1.865 -0.578 0.182 0.0874 -0.0928 -0.3226